233
Properties=species:S:1:pos:R:3:lowdin_charge:R:1 method="wB97M-V/def2-TZVPD" orbital_gap_ev=4.45 spin_multiplicity=1 max_force_ev_per_a=2.3 e_tot_ev=-107944.8450
Be -2.38307 2.28032 -0.68693 1.064
C 0.77439 -1.29134 -2.26586 -0.008
C -0.38902 -0.73108 -1.40092 -0.449
C -0.45366 -1.65177 -0.20046 -0.155
C 0.61076 -1.50705 0.85887 -0.168
C 0.71506 -0.04543 1.32084 -0.114
C 0.84638 0.94230 0.11576 -0.458
N -0.19239 0.64649 -0.87689 -0.149
O -0.22142 1.56855 -1.95440 -0.244
C 2.31679 0.91955 -0.34826 -0.003
C 0.55765 2.32581 0.70729 -0.055
C -1.70762 -0.91846 -2.16303 -0.027
H 1.12638 -0.57945 -3.01731 0.068
H 0.49367 -2.19540 -2.81073 0.057
H 1.64246 -1.57789 -1.67238 0.053
H -0.40060 -2.71091 -0.47948 0.102
H -1.39648 -1.59286 0.35290 0.101
H 1.58944 -1.80432 0.46802 0.088
H 0.46414 -2.12420 1.74922 0.099
H 1.61480 -0.07597 1.93799 0.092
H -0.15132 0.21910 1.92887 0.096
H 2.70477 -0.08982 -0.51927 0.067
H 2.99195 1.34595 0.39395 0.060
H 2.41467 1.36159 -1.34194 0.067
H -0.47214 2.48192 1.03705 0.042
H 0.80768 3.13318 0.01456 0.067
H 1.21827 2.51939 1.55592 0.070
H -1.77775 -0.25946 -3.03131 0.054
H -2.61760 -0.75705 -1.57964 0.069
H -1.81404 -1.93044 -2.56283 0.064
C -0.45032 5.51206 1.97388 -0.037
C -1.24450 4.87995 3.11742 -0.475
C -1.32138 5.87630 4.28019 -0.153
C -2.32172 5.57763 5.37688 -0.192
C -3.67318 5.25589 4.78620 -0.164
C -3.63133 4.17185 3.69238 -0.505
N -2.62114 4.54932 2.69825 -0.151
O -2.66492 3.79825 1.50561 -0.282
C -5.02121 4.22107 3.06651 -0.051
C -3.46244 2.77949 4.37475 -0.030
C -0.43102 3.66309 3.65036 -0.032
H 0.00550 4.75872 1.33318 0.044
H 0.38235 6.07660 2.39682 0.084
H -1.13170 6.17386 1.43498 0.100
H -1.63529 6.82948 3.83558 0.121
H -0.37065 6.11062 4.76463 0.121
H -2.45857 6.37514 6.10910 0.113
H -1.99440 4.70913 5.95963 0.104
H -4.13714 6.18186 4.43542 0.117
H -4.34415 4.95333 5.59536 0.116
H -5.85084 3.97675 3.73083 0.085
H -5.08134 3.53907 2.21646 0.066
H -5.16819 5.23989 2.70505 0.085
H -3.74639 1.97890 3.69044 0.064
H -4.18883 2.75898 5.18925 0.087
H -2.46852 2.62389 4.78632 0.051
H -0.79651 2.73256 3.20579 0.062
H -0.40428 3.49552 4.72865 0.074
H 0.61508 3.66881 3.33161 0.060
C 2.42527 -5.09459 -0.40772 -0.076
C 3.47974 -4.03567 -0.12468 -0.313
O 4.76794 -4.61795 -0.22473 -0.072
H 2.50874 -5.59099 -1.37420 0.061
H 1.40818 -4.68940 -0.38685 0.061
H 2.44478 -5.84742 0.38131 0.063
H 3.40341 -3.64954 0.89243 0.096
H 3.44996 -3.16766 -0.79183 0.091
H 5.02103 -4.67974 -1.14973 0.081
C -4.20608 -0.59146 -4.67660 -0.077
C -5.42903 -0.86893 -5.52309 -0.313
O -5.71952 0.21597 -6.39706 -0.077
H -4.54447 0.03452 -3.84866 0.057
H -3.36305 -0.09774 -5.16092 0.077
H -3.74173 -1.49205 -4.27365 0.066
H -6.35159 -1.10482 -4.98289 0.098
H -5.27210 -1.74906 -6.15798 0.112
H -6.18283 -0.09951 -7.17474 0.080
C -2.27114 6.42915 -2.37855 -0.075
C -1.00607 5.71144 -1.94606 -0.288
O -1.32557 4.66714 -1.03299 -0.114
H -2.96651 5.67613 -2.75651 0.068
H -2.10351 7.15964 -3.16967 0.076
H -2.74943 6.89330 -1.51513 0.078
H -0.36243 6.45353 -1.46768 0.101
H -0.47606 5.32798 -2.81725 0.122
H -1.29564 4.98737 -0.12172 0.024
C 4.22078 3.56123 -3.91709 -0.065
C 2.94598 2.72492 -3.87308 -0.310
O 2.00457 3.27882 -2.97862 -0.095
H 3.99547 4.49976 -4.42559 0.082
H 5.09305 3.11719 -4.39437 0.074
H 4.52790 3.85456 -2.91017 0.059
H 3.10887 1.66501 -3.65459 0.082
H 2.55691 2.73815 -4.89575 0.102
H 1.28249 2.67290 -2.73913 0.046
C 6.27972 1.70361 -0.24773 -0.062
C 6.40627 3.16328 0.16614 -0.262
O 7.13623 3.26956 1.40752 -0.101
H 7.20473 1.16002 -0.42481 0.084
H 5.60642 1.67087 -1.10750 0.063
H 5.72986 1.15468 0.52056 0.062
H 5.45185 3.63091 0.41198 0.085
H 6.93575 3.73023 -0.60232 0.115
H 7.00780 4.17497 1.70702 0.090
C 2.22070 -4.54629 -4.15025 -0.073
C 1.27893 -3.68422 -4.96905 -0.315
O 0.83982 -4.35025 -6.15621 -0.080
H 2.53170 -4.07365 -3.21519 0.056
H 3.17069 -4.68936 -4.66595 0.071
H 1.73417 -5.48476 -3.87964 0.071
H 1.84744 -2.81550 -5.32067 0.092
H 0.37270 -3.33217 -4.48072 0.072
H 1.62711 -4.74015 -6.54969 0.079
C 1.39612 0.02078 -5.90798 -0.087
C -0.09816 -0.04279 -5.52712 -0.287
O -0.39539 1.14658 -4.83632 -0.100
H 1.64944 0.91662 -6.47486 0.078
H 1.76886 -0.80653 -6.52442 0.068
H 2.12506 -0.04995 -5.09650 0.034
H -0.30480 -0.92673 -4.91649 0.090
H -0.63821 -0.12289 -6.47015 0.117
H 0.09429 1.12664 -3.99411 0.047
C 1.75656 -4.77169 3.45650 -0.078
C 0.67978 -5.73733 2.95689 -0.308
O 0.60586 -6.87345 3.79586 -0.079
H 2.66686 -5.31349 3.72654 0.080
H 1.45869 -4.23160 4.35417 0.058
H 2.05125 -4.10651 2.64212 0.050
H 0.94719 -6.15301 1.98008 0.092
H -0.28339 -5.22965 2.93501 0.090
H 1.46961 -7.28699 3.86228 0.080
C 4.36176 -1.10965 -3.10599 -0.076
C 4.78732 -1.24396 -4.54111 -0.310
O 4.87525 -2.64429 -4.80857 -0.082
H 5.06862 -1.56699 -2.41395 0.086
H 3.36690 -1.55353 -3.04156 0.046
H 4.22668 -0.08790 -2.74582 0.055
H 5.74233 -0.73891 -4.72174 0.114
H 4.09307 -0.79323 -5.25731 0.091
H 5.21018 -2.68387 -5.71084 0.087
O -4.51886 1.07227 -0.89139 -0.033
H -5.18275 1.15008 -1.58560 0.060
H -4.99603 0.73908 -0.12175 0.068
O -2.65541 1.01605 1.38281 -0.072
H -2.54497 0.19894 1.90551 0.025
H -2.82024 1.72351 2.03155 0.002
O -2.69563 2.31110 -3.32458 -0.061
H -1.94885 1.93669 -3.81220 0.006
H -3.42205 2.34235 -3.95603 0.051
C -7.37625 -3.45255 -2.75032 -0.056
C -5.86440 -3.60944 -2.58634 -0.451
C -5.30746 -2.34131 -1.91891 -0.053
O -5.66750 -4.80695 -1.82174 -0.052
H -7.82066 -4.28559 -3.30119 0.079
H -7.59183 -2.57612 -3.36415 0.067
H -7.85768 -3.45426 -1.77245 0.091
H -5.45975 -3.66045 -3.60137 0.134
H -5.68708 -1.41584 -2.34712 0.065
H -4.22928 -2.35255 -2.07348 0.047
H -5.58949 -2.36992 -0.86528 0.086
H -5.59459 -5.50625 -2.47892 0.111
C -3.45423 -5.97890 1.14949 -0.041
C -4.11817 -4.64869 1.38321 -0.475
C -3.33303 -3.48291 0.77267 -0.053
O -5.43998 -4.58114 0.87374 -0.055
H -2.45774 -6.10290 1.57939 0.076
H -3.33926 -6.17834 0.07976 0.041
H -4.03289 -6.80697 1.56414 0.088
H -4.21965 -4.49619 2.46143 0.130
H -3.79195 -2.57135 1.16249 0.073
H -3.38389 -3.45693 -0.31463 0.051
H -2.30107 -3.39900 1.11643 0.061
H -5.36579 -4.51604 -0.09640 0.030
C -2.27473 -0.56892 5.36541 -0.040
C -1.85339 -1.31994 4.12635 -0.480
C -1.62589 -2.80147 4.37401 -0.035
O -2.92139 -1.20177 3.19538 -0.075
H -3.18644 -0.95294 5.82667 0.092
H -2.38191 0.49050 5.14524 0.052
H -1.48805 -0.63084 6.12415 0.085
H -0.93999 -0.83809 3.76890 0.121
H -0.76493 -2.98871 5.01675 0.078
H -1.39520 -3.23952 3.40089 0.059
H -2.52821 -3.24116 4.80263 0.093
H -3.62325 -1.79182 3.48845 0.099
C 2.97542 4.99625 0.74955 -0.056
C 2.25039 5.75683 -0.36021 -0.472
C 2.19730 7.25472 -0.11944 -0.048
O 2.99359 5.55528 -1.57450 -0.069
H 2.98282 3.93139 0.51730 0.052
H 2.40377 5.08814 1.67795 0.068
H 3.96170 5.42646 0.92122 0.082
H 1.25750 5.33578 -0.52937 0.098
H 1.63091 7.46439 0.79414 0.069
H 1.63183 7.72662 -0.92376 0.074
H 3.12984 7.78891 0.06044 0.083
H 2.87095 4.63685 -1.85899 0.033
C 3.68647 -2.49221 5.63273 -0.054
C 3.33698 -1.03581 5.48782 -0.495
C 1.97122 -0.78015 4.87837 -0.050
O 3.51675 -0.38186 6.73961 -0.040
H 4.56948 -2.59139 6.26833 0.084
H 3.94510 -2.97286 4.69027 0.078
H 2.94027 -3.08500 6.16714 0.080
H 4.09456 -0.61039 4.82078 0.116
H 1.20015 -1.21145 5.52405 0.075
H 1.80908 -1.20495 3.88647 0.064
H 1.74761 0.28649 4.80023 0.075
H 3.28733 0.54926 6.76784 0.085
C -1.55439 -4.69030 -2.36240 -0.031
C -1.64942 -6.14665 -2.89672 -0.456
C -1.89910 -7.19707 -1.84269 -0.048
O -2.68811 -6.19728 -3.87927 -0.053
H -2.53077 -4.23335 -2.19803 0.062
H -0.99866 -4.11720 -3.10250 0.049
H -1.04541 -4.74756 -1.39823 0.070
H -0.70859 -6.34718 -3.41824 0.125
H -2.83013 -7.05245 -1.28887 0.052
H -1.10733 -7.25047 -1.09453 0.085
H -2.00627 -8.20017 -2.25880 0.085
H -2.46188 -5.58553 -4.58633 0.085
C 5.44451 3.40670 4.36592 -0.041
C 5.15209 2.01921 3.83691 -0.481
C 3.90576 1.92871 2.95087 -0.053
O 6.25660 1.39295 3.18013 -0.062
H 6.45186 3.44176 4.77758 0.089
H 4.69186 3.76932 5.06551 0.081
H 5.39213 4.10253 3.52152 0.066
H 5.02014 1.29789 4.64991 0.113
H 3.01121 2.32049 3.44735 0.075
H 3.59740 0.93860 2.61461 0.065
H 4.02954 2.55039 2.05925 0.050
H 6.55065 2.07180 2.54179 0.027